{"formula": "C5H10O2", "method": "ωB97M-V with the def2-TZVPD basis set", "symbols": ["O", "O", "C", "C", "C", "C", "C", "H", "H", "H", "H", "H", "H", "H", "H", "H", "H"], "xyz": [[-0.903, 1.193, 0.501], [1.654, 0.877, 0.038], [-1.130, -1.298, 0.356], [-0.629, -0.003, -0.244], [1.829, -0.364, 1.098], [-1.588, 0.992, -0.735], [0.770, 0.097, -0.853], [1.861, 0.163, 2.053], [-2.655, 0.797, -0.639], [-1.298, 1.662, -1.543], [1.046, 1.536, 0.452], [0.776, 0.693, -1.762], [-1.972, -1.081, 1.022], [-0.327, -1.765, 0.930], [2.851, -0.623, 0.798], [-1.479, -1.980, -0.429], [1.194, -0.895, -1.043]], "homo_energy_ev": -7.04, "gap_ev": 7.83, "e_above_lowest_kj_mol": 625.98, "charge": 0}